Density functional theory data (ωB97M-V/def2-TZVPD) for a gas-phase ion, C15H20Br2N (charge +1).

```
38
C15H20Br2N (ωB97M-V/def2-TZVPD)
C -1.36 -4.28 1.44
C -2.20 -2.97 1.43
C -3.50 -3.03 2.12
C -4.40 -1.90 2.23
C -3.94 -0.64 1.63
C -2.67 -0.58 0.93
C -1.77 -1.72 0.79
C -0.41 -1.69 0.04
C 0.43 -0.38 0.23
C 0.11 0.86 -0.68
C 1.54 1.58 -0.85
C 1.75 2.52 -2.08
Br 0.22 3.76 -2.29
C 3.05 3.40 -2.02
C 3.17 4.33 -0.76
Br 4.72 2.34 -2.28
C 2.36 0.23 -0.99
N 1.76 -0.75 -0.40
H -1.94 -5.11 1.93
H -0.44 -4.16 2.09
H -1.09 -4.66 0.42
H -3.83 -4.00 2.57
H -5.39 -1.94 2.75
H -4.56 0.29 1.71
H -2.36 0.38 0.46
H 0.21 -2.57 0.38
H -0.63 -1.87 -1.05
H 0.58 0.04 1.25
H -0.60 1.62 -0.24
H -0.40 0.63 -1.66
H 1.62 2.11 0.14
H 1.76 1.88 -3.00
H 3.01 4.08 -2.92
H 3.09 5.42 -1.06
H 4.18 4.24 -0.27
H 2.39 4.13 0.01
H 3.33 0.07 -1.53
H 2.19 -1.67 -0.46
```

total energy = -157446.5800 eV
highest occupied orbital energy = -11.4 eV
structure (SMILES) = Cc1ccccc1C[C@@H]1C[C@H]([C@@H](Br)[C@@H](C)Br)C=[NH+]1
energy above the lowest of the compared OMol25 structures with the same formula, charge and spin = 145.3 kJ/mol
orbital gap = 7.01 eV
LUMO energy = -4.44 eV
net charge = +1



Density functional theory data (ωB97M-V/def2-TZVPD) for a molecular structure, C15H20Cl2CrN5S7Sb.

```
51
C15H20Cl2CrN5S7Sb (ωB97M-V/def2-TZVPD)
Cr -0.82 -0.38 -0.29
S 0.16 -0.27 -6.36
Sb -1.68 -0.86 -5.11
S -1.36 -2.04 -1.83
S -0.35 -0.48 -2.58
S -3.15 0.91 -5.38
Cl 0.11 1.62 0.38
C -0.34 1.95 2.04
C -0.05 3.20 2.55
C -0.38 3.48 3.87
C -0.97 2.50 4.64
C -1.26 1.26 4.10
Cl -1.99 0.06 5.12
C -0.98 0.94 2.75
S -1.37 -0.61 2.05
H 0.43 3.95 1.93
H -0.16 4.45 4.29
H -1.22 2.68 5.68
S -2.97 0.65 -0.66
C -2.93 1.95 -1.71
N -3.97 2.29 -2.46
C -3.86 3.48 -3.30
C -2.37 3.79 -3.40
S -1.63 3.08 -1.90
H -4.57 1.53 -2.78
H -4.42 4.30 -2.84
H -4.25 3.26 -4.28
H -2.16 4.86 -3.44
H -1.94 3.27 -4.26
C 1.97 -2.02 -0.99
N 3.12 -2.84 -0.58
C 2.62 -4.05 0.06
N 1.80 -3.74 1.24
C 0.67 -2.92 0.82
N 1.11 -1.64 0.17
C 1.98 -0.92 1.14
N 3.12 -1.73 1.57
C 3.91 -2.08 0.39
C 2.61 -2.96 2.18
H 1.37 -2.59 -1.69
H 2.33 -1.12 -1.47
H 3.46 -4.67 0.36
H 2.00 -4.60 -0.65
H 0.05 -2.69 1.67
H 0.08 -3.47 0.10
H 1.39 -0.66 2.01
H 2.35 -0.01 0.67
H 4.77 -2.69 0.70
H 4.27 -1.17 -0.08
H 2.00 -2.70 3.04
H 3.45 -3.57 2.52
```

total energy = -159183.8641 eV
highest occupied orbital energy (alpha / beta) = -3.8 / -3.8 eV
2S+1 = 2
energy above the lowest of the compared OMol25 structures with the same formula, charge and spin = 167.1 kJ/mol
orbital gap (alpha / beta) = 4.94 / 5.87 eV
LUMO energy (alpha / beta) = 1.16 / 2.08 eV
net charge = -1



Density functional theory data (ωB97M-V/def2-TZVPD) for C15H20Cl2N2O5S in the gas phase.

```
45
C15H20Cl2N2O5S (ωB97M-V/def2-TZVPD)
C 0.81 2.87 1.52
H 0.92 2.50 2.54
O 1.70 2.24 0.64
C 3.05 2.52 0.93
C 3.95 1.89 -0.14
O 4.25 0.54 0.11
C 3.41 -0.45 -0.30
C 2.22 -0.27 -0.98
C 1.45 -1.36 -1.39
C 1.89 -2.65 -1.09
C 3.08 -2.84 -0.40
C 3.83 -1.75 -0.01
Cl 5.31 -1.99 0.84
H 3.41 -3.84 -0.16
Cl 0.96 -4.03 -1.57
N 0.26 -1.22 -2.09
C -0.36 -0.08 -2.50
O 0.04 1.06 -2.32
C -1.66 -0.36 -3.20
H -2.13 0.56 -3.52
H -1.52 -1.03 -4.04
S -2.86 -1.26 -2.06
O -2.16 -2.50 -1.75
C -2.55 -0.16 -0.60
C -3.66 -0.65 0.30
O -4.56 -1.29 -0.22
N -3.61 -0.36 1.61
C -2.54 0.38 2.22
H -2.91 0.83 3.14
H -1.69 -0.26 2.46
H -2.20 1.18 1.56
C -4.60 -0.93 2.50
H -5.15 -0.13 3.01
H -5.30 -1.52 1.90
H -4.12 -1.57 3.24
H -2.67 0.88 -0.89
H -1.55 -0.33 -0.20
H -0.29 -2.08 -2.17
H 1.84 0.72 -1.18
H 4.92 2.40 -0.12
H 3.50 2.03 -1.13
H 3.21 3.61 0.93
H 3.33 2.12 1.91
H -0.19 2.63 1.16
H 0.95 3.95 1.51
```

total energy = -64976.6044 eV
highest occupied orbital energy = -8.1 eV
energy above the lowest of the compared OMol25 structures with the same formula, charge and spin = 21.6 kJ/mol
orbital gap = 8.55 eV
LUMO energy = 0.46 eV
net charge = 0



Density functional theory data (ωB97M-V/def2-TZVPD) for a molecular structure, C15H20Cl4CuNP2Si.

```
44
C15H20Cl4CuNP2Si (ωB97M-V/def2-TZVPD)
Cu -0.79 1.37 -1.91
C -0.16 0.20 3.38
P -1.42 -0.44 1.19
C -2.54 1.14 1.74
C -2.13 -1.52 2.00
C -3.61 -1.84 0.96
P -2.50 -1.02 -0.56
C -4.00 -2.18 -1.55
C -1.64 -2.47 -0.91
H -1.33 0.05 4.41
H 0.13 0.77 2.76
H 0.63 -0.57 3.41
H -2.79 1.20 2.80
H -3.32 1.51 1.29
H -1.84 2.40 2.21
H -2.73 -1.53 3.35
H -1.47 -2.19 2.44
H -4.21 -1.03 1.46
H -3.85 -2.91 0.81
H -4.44 -3.01 -1.06
H -4.09 -1.95 -2.77
H -5.08 -1.12 -1.10
H -2.05 -3.75 -0.17
H -0.70 -2.46 -0.04
H -1.22 -2.48 -1.99
N 9.03 0.51 -0.92
C 7.91 1.09 -0.92
C 6.67 0.83 -0.86
C 5.88 -0.22 -0.70
C 4.63 -0.37 -0.86
C 3.65 0.70 -0.89
C 4.62 2.06 -0.80
C 6.07 2.11 -0.72
C 2.42 0.48 -1.13
C 1.14 1.16 -1.28
H 6.31 -1.20 -0.77
H 3.76 -0.93 -0.76
H 3.75 2.75 -1.48
H 6.39 3.13 -1.20
Cl -1.57 -0.38 -3.27
Cl -2.42 4.24 -0.26
Si -2.67 2.60 -1.47
Cl -3.55 3.38 -3.27
Cl -4.86 1.89 -0.61
```

total energy = -138529.6926 eV
highest occupied orbital energy (alpha / beta) = -2.0 / -2.4 eV
orbital gap (alpha / beta) = 5.74 / 6.16 eV
LUMO energy (alpha / beta) = 3.74 / 3.71 eV
net charge = -2